Entry from the Open Molecules 2025 dataset: a structure of composition C37H29F10N5O6STi in a non-equilibrium geometry (ωB97M-V/def2-TZVPD).

Values from the calculation:
HOMO, eV: -8.059
Energy above the lowest of the compared OMol25 structures with the same formula, charge and spin, kcal/mol: 17.17

Each line ends with the Löwdin charge.
Element x y z (Å)
1 Ti 0.052294 0.757981 -0.086621  1.200
2 C 3.509139 -0.118559 -0.931978  -0.065
3 N 2.772123 0.828646 -0.103604  -0.230
4 C 3.088037 2.204171 -0.484536  -0.171
5 C 1.976513 2.712754 -1.385102  -0.181
6 N 0.648812 2.494883 -0.806496  -0.089
7 C -0.019100 3.662199 -0.448281  -0.171
8 C 0.528786 4.697862 0.323463  -0.132
9 F 1.772421 4.568098 0.807521  0.102
10 C -0.167322 5.838264 0.675017  -0.138
11 F 0.415227 6.760734 1.440709  0.128
12 C -1.468060 6.026413 0.249951  -0.140
13 F -2.137474 7.126071 0.578999  0.134
14 C -2.044642 5.056539 -0.548678  -0.144
15 F -3.288905 5.213402 -1.003854  0.126
16 C -1.322964 3.936142 -0.897421  -0.165
17 F -1.910412 3.083490 -1.741805  0.108
18 C 3.023758 0.565845 1.307856  -0.176
19 C 2.020662 1.275604 2.195046  -0.184
20 N 0.663426 0.858723 1.847984  -0.076
21 C -0.239271 0.819982 2.870081  -0.191
22 C -1.344495 -0.038849 2.741984  -0.157
23 F -1.431504 -0.702145 1.563611  0.094
24 C -2.369310 -0.147861 3.648023  -0.149
25 F -3.410393 -0.944379 3.402032  0.129
26 C -2.313471 0.583505 4.824230  -0.146
27 F -3.281793 0.481661 5.733361  0.125
28 C -1.236985 1.428663 5.020073  -0.142
29 F -1.169386 2.159430 6.130834  0.128
30 C -0.234170 1.547519 4.072282  -0.129
31 F 0.715340 2.465447 4.314010  0.099
32 H 4.575150 -0.130021 -0.669701  0.100
33 H 3.099041 -1.120908 -0.804177  0.082
34 H 3.419020 0.174008 -1.977404  0.076
35 H 3.163000 2.835246 0.396510  0.103
36 H 4.046039 2.263441 -1.013531  0.129
37 H 2.128683 3.772009 -1.600485  0.128
38 H 2.017058 2.174843 -2.337400  0.100
39 H 2.934861 -0.510244 1.468319  0.111
40 H 4.040660 0.869924 1.598720  0.136
41 H 2.244854 0.986051 3.223933  0.129
42 H 2.138432 2.361327 2.134087  0.107
43 O -1.703502 2.101740 1.103928  0.000
44 C -2.911872 1.893262 1.071602  -0.133
45 C -3.571213 0.975287 0.179449  -0.098
46 C -4.949494 0.785182 0.246566  0.073
47 C -5.559684 -0.062803 -0.644208  -0.134
48 C -4.815735 -0.743000 -1.616534  0.040
49 C -3.459348 -0.571992 -1.689337  0.038
50 C -2.798220 0.285848 -0.790082  -0.271
51 O -1.513831 0.459476 -0.861466  -0.174
52 N -7.003084 -0.254992 -0.579066  -0.355
53 O -7.613640 0.317469 0.305476  0.077
54 O -7.517788 -0.964745 -1.424243  0.077
55 H -3.563522 2.451204 1.763846  0.156
56 H -5.544045 1.297563 0.991977  0.136
57 H -5.334183 -1.401932 -2.297722  0.126
58 H -2.853874 -1.114184 -2.401968  0.124
59 C 3.957838 -6.452471 -0.048458  -0.050
60 C 2.959419 -5.332834 -0.162364  -0.263
61 C 2.651981 -4.535328 0.932297  -0.007
62 C 1.742136 -3.489731 0.840633  -0.193
63 C 1.400925 -2.702695 2.082081  -0.021
64 C 1.112153 -3.244526 -0.383697  -0.057
65 C 1.357742 -4.074296 -1.484069  -0.192
66 C 0.596126 -3.937095 -2.776666  -0.028
67 C 2.295259 -5.091488 -1.358163  -0.009
68 C 0.181794 -2.075350 -0.532164  -0.501
69 O -0.975151 -2.203022 -0.864577  0.119
70 O 0.760803 -0.902975 -0.292676  -0.175
71 H 4.664845 -6.267192 0.759110  0.075
72 H 4.511944 -6.578642 -0.978168  0.077
73 H 3.447810 -7.394899 0.163468  0.085
74 H 3.134505 -4.735670 1.883325  0.120
75 H 0.597712 -3.209550 2.623061  0.099
76 H 1.063206 -1.694616 1.850030  0.045
77 H 2.259463 -2.644672 2.751564  0.086
78 H 0.257198 -2.921379 -2.956291  0.053
79 H -0.293177 -4.569592 -2.733604  0.097
80 H 1.202104 -4.265544 -3.621698  0.081
81 H 2.502933 -5.722980 -2.216037  0.120
82 S -0.485160 0.297782 -5.294469  1.035
83 C 0.915372 -0.619651 -4.935146  -0.390
84 C 1.241426 -0.465859 -3.626811  -0.247
85 N 0.411904 0.354553 -2.908027  -0.022
86 C -0.537008 0.820426 -3.656165  -0.458
87 H 1.407301 -1.215160 -5.686112  0.070
88 H 2.074284 -0.950995 -3.141381  0.099
89 H -1.308345 1.494160 -3.314608  0.071

Atoms 1-6, force components in eV/Å:
1.7 1.9 1.1
-0.1 -0.1 0.0
-0.1 0.2 0.0
-0.1 0.1 -0.1
0.0 -0.1 -0.2
0.2 0.0 0.4